Entry from the OMol25 dataset: a 5-piece molecular cluster, C43H76F4N8O16S overall in a non-equilibrium geometry (the ωB97M-V functional and the def2-TZVPD basis).

- SMILES = N#CO[C@]1(CCC(F)(F)F)OS(=O)(=O)[C@@](CC=O)(OC#N)[C@](COc2ccccc2)(N=C=O)[C@@]1(N)F.COCCNCCOC.COCCNCCOC.COCCNCCOC.COCCNCCOC
- HOMO (eV) = -8.55
- gap between HOMO and LUMO (eV) = 8.73

Positions of all 148 atoms, in Å:
S  -6.9205  0.3751  -8.5599
F  -1.1820  2.4324  -10.8986
F  -3.1082  2.3518  -11.9537
F  -2.4932  0.7426  -10.6297
F  -4.0756  0.8047  -7.5838
O  -5.9404  3.8509  -8.0209
O  -10.0250  -1.4990  -6.3416
O  -1.9781  1.3887  1.3050
O  -8.2627  0.0668  -8.9383
O  -5.9528  -0.4015  -9.2684
O  -6.7460  1.9402  -8.8036
O  3.1504  -0.7745  12.2223
O  6.2544  0.2806  -1.3561
O  1.1742  1.2042  8.6147
O  1.9228  1.5382  -0.7570
O  -6.7376  4.2090  -4.6477
O  -4.1687  0.1361  -4.9585
O  2.3097  -2.3209  1.1119
O  -5.9290  -1.1446  -6.7170
O  -0.2445  -0.4817  5.0283
O  5.6752  -4.6567  3.0983
N  3.5214  -5.2008  1.1213
N  3.8414  1.3374  10.2450
N  -4.3505  5.6504  -8.4434
N  -3.9950  2.7011  -6.4175
N  -7.0296  2.2714  -5.9719
N  0.5759  1.5362  3.0755
N  3.6276  -0.2894  -2.6215
N  -6.1796  -2.4794  -4.6945
C  6.2952  -0.8682  -0.5325
C  -5.4839  2.5388  -8.3982
C  1.7321  2.3570  9.2203
C  -3.2681  -1.5074  -3.5277
C  2.7696  -3.0416  -0.0174
C  0.5943  0.6350  5.3245
C  -2.5997  -1.9260  -2.3908
C  0.0836  2.4790  2.0780
C  -5.2909  0.9809  -4.8108
C  -3.1314  0.7736  -2.8319
C  3.1761  1.7349  -0.1189
C  3.8444  -1.8325  11.5895
C  2.2912  0.2620  -2.8301
C  -5.9565  1.2993  -6.1441
C  4.9993  -5.1710  4.2298
C  -6.8570  3.2659  -5.2879
C  -8.1319  -0.0940  -6.2058
C  -4.8678  1.8229  -7.1668
C  -6.0194  -1.8619  -5.6454
C  0.4466  -1.5296  4.3760
C  2.6675  -4.5561  0.1273
C  0.8974  0.1315  9.5001
C  0.2102  1.8149  4.4595
C  -1.4222  2.5678  1.8612
C  -8.8306  -1.4282  -6.4431
C  -3.5408  -0.1691  -3.7640
C  3.9574  0.3664  12.4921
C  4.9478  -5.1025  0.8368
C  5.7717  -5.5756  2.0153
C  -6.7076  0.0277  -6.7248
C  -2.4770  2.0914  -10.8032
C  6.0557  -0.0030  -2.7371
C  -5.1141  4.8157  -8.2689
C  3.2526  2.3220  9.3418
C  4.7055  0.5032  -3.1990
C  3.2691  -2.1020  2.1323
C  -2.4697  0.3506  -1.6883
C  -2.1880  -0.9836  -1.4538
C  1.9605  1.5977  -2.1703
C  3.5169  1.5457  11.6512
C  -4.6486  2.5131  -9.6730
C  -3.1297  2.7559  -9.6044
C  -2.3522  0.3928  2.2422
H  3.0090  -1.1685  2.6332
H  -4.8159  1.5535  -10.1532
H  -8.2658  -2.3281  -6.7350
H  2.4375  1.6765  11.8068
H  1.6342  -4.7930  0.3933
H  0.4388  0.8892  6.3749
H  4.6516  0.4398  -4.2897
H  -5.0739  3.2396  -10.3631
H  3.8137  0.6182  13.5468
H  6.1678  -1.0703  -2.9471
H  0.7364  2.7093  4.8062
H  -0.2269  -2.3814  4.2898
H  3.2336  -2.9000  2.8799
H  2.8538  -5.0172  -0.8476
H  4.2825  -2.0095  1.7329
H  6.5630  -0.5438  0.4720
H  0.7578  -1.2268  3.3711
H  1.5816  -0.4763  -2.4478
H  -8.8000  0.6399  -6.6322
H  2.1121  -2.7503  -0.8415
H  3.6059  3.3169  9.6300
H  4.0244  2.4478  12.0046
H  -3.1832  -0.1675  1.8112
H  3.9365  -5.3386  4.0240
H  1.3268  -1.8366  4.9510
H  2.9853  2.1768  0.8601
H  3.6576  2.1222  8.3464
H  -2.6107  2.3635  -8.7417
H  0.2249  0.6180  2.8380
H  -4.4075  3.5993  -6.2069
H  -1.6424  -1.2629  -0.5647
H  -1.5373  -0.3147  2.4168
H  2.1082  0.3450  -3.9062
H  5.0851  -4.4340  5.0267
H  5.1810  -5.7198  -0.0355
H  -3.0885  2.7866  -6.8503
H  3.6762  0.7768  0.0460
H  5.0188  0.1508  12.3418
H  3.5197  0.4187  9.9699
H  -3.5623  -2.2385  -4.2648
H  -2.9342  3.8174  -9.7312
H  -6.0328  0.4588  -4.1895
H  6.8232  -5.6073  1.7151
H  1.7429  -0.5585  9.5648
H  0.6277  0.4832  10.4984
H  -4.9963  1.8704  -4.2591
H  1.4825  3.1891  8.5557
H  -3.3213  1.8250  -2.9974
H  -1.5945  3.3551  1.1212
H  0.4696  3.4770  2.3126
H  3.7843  -0.3725  -1.6253
H  1.2371  2.5704  10.1746
H  5.3204  -1.3673  -0.4881
H  7.0504  -1.5786  -0.8825
H  -8.1299  0.0920  -5.1286
H  0.5344  2.1793  1.1296
H  4.7279  -2.1244  12.1648
H  6.8357  0.5298  -3.2887
H  3.7772  -2.7148  -0.3013
H  0.0545  -0.4247  9.0883
H  5.4540  -6.1061  4.5695
H  3.1680  -2.6840  11.5368
H  0.9480  1.8671  -2.4857
H  1.6520  0.3885  5.1944
H  2.6118  2.4133  -2.5067
H  5.2509  -4.0694  0.6163
H  -2.6785  0.8249  3.1909
H  4.1472  -1.5652  10.5712
H  -1.9686  2.8739  2.7612
H  -2.1413  1.1108  -0.9959
H  4.6342  1.5616  -2.9135
H  -2.3809  -2.9696  -2.2290
H  3.3396  -4.7769  2.0216
H  3.8273  2.4070  -0.6829
H  5.4806  -6.5848  2.3189
H  -0.8688  1.9870  4.5770